{
  "formula": "C20H37Br6O8V",
  "method": "ωB97M-V/def2-TZVPD",
  "spin_multiplicity": 3,
  "total_charge": 2,
  "e_lumo_ev": [-10.559, -10.303],
  "molar_mass_g_mol": 935.9,
  "e_homo_ev": [-13.4, -13.4],
  "orbital_gap_ev": [2.875, 3.131],
  "symbols": ["V", "C", "C", "O", "H", "H", "H", "H", "H", "C", "C", "C", "O", "C", "O", "O", "H", "H", "H", "H", "H", "H", "C", "C", "O", "C", "H", "H", "H", "H", "H", "H", "C", "C", "O", "C", "H", "H", "H", "H", "H", "H", "C", "C", "O", "C", "H", "H", "H", "H", "H", "H", "C", "C", "O", "C", "H", "H", "H", "H", "H", "H", "C", "Br", "Br", "Br", "H", "C", "Br", "Br", "Br", "H"],
  "positions_angstrom": [[15.345, -5.855, 11.512], [15.288, -3.269, 7.924], [15.163, -3.311, 9.431], [15.503, -4.521, 10.034], [15.312, -2.243, 7.558], [14.531, -3.842, 7.394], [16.282, -3.677, 7.715], [14.229, -2.858, 9.799], [15.899, -2.601, 9.860], [20.654, -2.886, 11.509], [20.217, -2.849, 10.049], [18.688, -2.812, 9.888], [18.489, -1.868, 8.836], [19.652, -1.126, 8.700], [19.695, -0.069, 8.160], [20.672, -1.723, 9.319], [20.235, -2.070, 12.093], [21.743, -2.818, 11.530], [20.425, -3.853, 11.959], [20.550, -3.746, 9.525], [18.093, -2.558, 10.772], [18.347, -3.808, 9.583], [14.292, -9.281, 8.545], [14.801, -7.899, 8.595], [14.977, -7.290, 9.652], [15.077, -7.178, 7.299], [14.961, -9.879, 7.922], [13.283, -9.349, 8.131], [14.203, -9.711, 9.542], [14.341, -7.395, 6.526], [16.053, -7.407, 6.863], [15.125, -6.110, 7.498], [10.906, -1.191, 5.379], [10.511, -2.177, 6.426], [9.442, -2.724, 6.375], [11.496, -2.553, 7.500], [10.805, -0.174, 5.781], [10.312, -1.213, 4.472], [11.974, -1.287, 5.175], [11.012, -2.927, 8.398], [12.165, -1.710, 7.661], [12.149, -3.373, 7.183], [11.762, -5.813, 9.220], [12.058, -6.129, 10.660], [13.168, -5.925, 11.161], [10.929, -6.558, 11.535], [12.591, -5.227, 8.830], [10.804, -5.319, 9.102], [11.809, -6.798, 8.744], [10.265, -5.689, 11.566], [11.239, -6.883, 12.525], [10.367, -7.408, 11.139], [16.696, -3.374, 4.411], [15.197, -3.484, 4.395], [14.602, -4.048, 5.295], [14.424, -2.994, 3.185], [17.142, -3.817, 5.301], [16.914, -2.301, 4.397], [17.207, -3.838, 3.567], [13.411, -3.371, 3.282], [14.891, -3.439, 2.302], [14.389, -1.921, 3.001], [13.629, 0.427, 9.975], [14.676, 2.042, 9.835], [11.898, 0.680, 9.077], [13.313, -0.021, 11.852], [14.255, -0.367, 9.596], [16.765, 0.450, 5.895], [14.957, -0.057, 5.463], [16.965, 2.181, 6.778], [17.994, 0.325, 4.358], [17.158, -0.264, 6.604]],
  "atomic_forces_ev_per_a": [[-3.090, 2.493, -6.910], [0.749, -0.816, 0.559], [-0.090, 1.827, 0.358], [0.255, -3.345, 3.634], [-0.292, 0.076, 0.144], [0.063, 0.129, 0.098], [-0.174, -0.082, -0.393], [-0.227, -0.630, 0.194], [0.105, -0.045, -0.065], [0.785, 0.157, -0.698], [-0.755, -0.937, 0.743], [0.057, -0.448, -0.613], [0.132, -0.045, 0.316], [-0.478, 1.032, -0.030], [-0.134, -0.741, -0.167], [0.034, 0.058, 0.429], [-0.067, 0.013, -0.013], [-0.007, 0.142, 0.158], [-0.276, 0.026, -0.046], [0.394, 0.067, 0.041], [0.363, 0.493, 0.107], [-0.115, 0.154, -0.274], [-0.201, -0.569, 0.724], [0.165, 0.774, -1.054], [0.575, 0.149, 1.872], [0.078, 0.355, 0.198], [-0.125, -0.064, -0.055], [0.144, 0.275, -0.400], [0.305, -0.013, -0.010], [-0.071, -0.072, 0.101], [0.017, -0.444, 0.226], [-0.206, 0.086, -0.066], [0.755, 0.930, 0.304], [-0.473, -0.727, -0.574], [-0.585, -0.286, 0.263], [0.878, 0.032, -0.044], [-0.035, -0.080, 0.122], [-0.084, -0.402, 0.068], [0.052, -0.082, -0.264], [-0.243, 0.475, 0.116], [-0.008, -0.011, 0.477], [-0.120, 0.003, -0.550], [1.266, -0.431, 0.841], [-1.038, 0.542, 0.088], [2.293, -0.106, 1.081], [0.185, -0.535, 0.019], [-0.139, 0.149, -0.190], [-0.140, -0.208, -0.160], [-0.455, 0.103, -0.333], [-0.168, -0.123, 0.195], [0.182, 0.450, 0.078], [-0.072, 0.267, -0.464], [0.152, 0.408, 0.203], [-0.157, -0.430, -0.459], [-0.029, -0.031, 0.039], [0.190, -0.404, -0.060], [-0.281, 0.065, 0.160], [0.279, -0.103, -0.129], [-0.341, 0.153, -0.293], [-0.108, 0.032, -0.064], [-0.066, 0.031, -0.048], [0.292, 0.066, 0.325], [-0.435, 0.900, 0.526], [-0.148, -0.299, 0.044], [0.881, -0.279, 0.264], [0.092, -0.099, -0.312], [-0.408, -0.127, -0.471], [1.098, 0.426, -0.018], [0.137, 0.240, 0.109], [-0.316, -0.591, -0.520], [-0.680, 0.114, 0.497], [-0.117, -0.088, 0.033]],
  "mulliken_spin": [1.784, 0.011, -0.014, 0.175, -0.002, 0.003, -0.003, 0.005, 0.041, 0.000, 0.000, -0.001, 0.000, 0.000, 0.000, 0.000, 0.000, 0.000, 0.000, 0.000, 0.003, -0.001, 0.001, 0.007, -0.004, -0.003, 0.000, 0.000, 0.000, 0.000, 0.001, 0.001, 0.000, 0.000, 0.000, 0.000, 0.000, 0.000, 0.000, 0.000, 0.000, 0.000, -0.001, 0.005, -0.008, -0.002, 0.002, 0.000, 0.001, 0.000, -0.001, 0.000, 0.000, 0.000, 0.000, 0.000, 0.000, 0.000, 0.000, 0.000, 0.000, 0.000, -0.001, 0.000, 0.000, 0.000, 0.001, 0.000, 0.000, 0.000, 0.000, 0.000]
}

=====

{
  "formula": "C20H37ClO18S",
  "method": "ωB97M-V/def2-TZVPD",
  "spin_multiplicity": 1,
  "total_charge": 0,
  "e_lumo_ev": -1.382,
  "molar_mass_g_mol": 633.0,
  "e_homo_ev": -10.5,
  "orbital_gap_ev": 9.156,
  "symbols": ["C", "C", "O", "O", "C", "O", "C", "O", "S", "O", "O", "Cl", "H", "H", "H", "H", "H", "C", "C", "O", "C", "O", "O", "C", "H", "H", "H", "H", "H", "H", "H", "H", "C", "C", "O", "C", "O", "O", "C", "H", "H", "H", "H", "H", "H", "H", "H", "C", "C", "O", "C", "O", "O", "C", "H", "H", "H", "H", "H", "H", "H", "H", "C", "C", "O", "C", "O", "O", "C", "H", "H", "H", "H", "H", "H", "H", "H"],
  "positions_angstrom": [[3.724, -0.593, -0.058], [2.136, -0.476, -0.246], [1.729, 0.467, -0.982], [1.184, -1.331, 0.402], [1.392, -2.713, 0.094], [0.548, -3.255, -0.672], [2.556, -3.645, 0.670], [2.631, -4.851, -0.157], [4.089, -4.906, -0.998], [4.230, -3.668, -1.878], [5.423, -4.800, 0.079], [6.372, -3.433, -0.277], [4.269, 0.408, -0.067], [3.886, -1.061, 0.990], [4.131, -1.338, -0.833], [3.568, -3.134, 0.802], [2.241, -4.002, 1.726], [6.887, -3.998, -8.850], [6.985, -2.661, -8.142], [5.805, -2.394, -7.373], [5.705, -3.066, -6.213], [6.511, -3.850, -5.772], [4.537, -2.732, -5.639], [4.256, -3.455, -4.440], [5.975, -4.050, -9.451], [7.751, -4.155, -9.500], [6.843, -4.824, -8.136], [7.059, -1.863, -8.885], [7.875, -2.599, -7.512], [5.075, -3.374, -3.729], [4.054, -4.503, -4.679], [3.362, -3.024, -3.989], [0.039, -2.094, -3.786], [-0.876, -1.578, -2.692], [-1.776, -0.580, -3.198], [-2.808, -1.045, -3.920], [-3.041, -2.203, -4.169], [-3.527, 0.011, -4.344], [-4.602, -0.337, -5.213], [0.560, -1.266, -4.274], [0.776, -2.788, -3.377], [-0.526, -2.614, -4.564], [-0.276, -1.092, -1.919], [-1.430, -2.386, -2.210], [-5.250, -1.091, -4.762], [-4.208, -0.689, -6.169], [-5.192, 0.563, -5.392], [-2.365, -0.018, 1.786], [-0.999, 0.289, 2.369], [-1.021, 1.508, 3.126], [-1.583, 1.423, 4.342], [-2.054, 0.430, 4.843], [-1.556, 2.647, 4.899], [-2.217, 2.722, 6.160], [-2.735, 0.831, 1.205], [-2.321, -0.899, 1.142], [-3.099, -0.207, 2.574], [-0.286, 0.441, 1.554], [-0.622, -0.535, 2.979], [-1.835, 1.972, 6.855], [-3.294, 2.605, 6.021], [-2.029, 3.710, 6.582], [-4.557, 5.690, 5.119], [-4.433, 7.029, 5.821], [-5.605, 7.318, 6.595], [-5.707, 6.653, 7.758], [-4.912, 5.858, 8.197], [-6.867, 7.008, 8.338], [-7.152, 6.295, 9.540], [-5.473, 5.651, 4.524], [-3.700, 5.517, 4.465], [-4.610, 4.869, 5.837], [-4.350, 7.823, 5.073], [-3.538, 7.079, 6.445], [-6.325, 6.366, 10.249], [-7.372, 5.250, 9.308], [-8.036, 6.743, 9.994]],
  "atomic_forces_ev_per_a": [[-0.719, -1.589, 1.434], [0.253, 4.567, -3.086], [0.949, -4.332, 3.475], [2.300, -1.021, -0.904], [-3.157, -2.406, -3.231], [3.693, 2.355, 3.582], [-0.742, 0.562, 1.476], [2.364, 1.931, 0.627], [-0.344, 1.540, -3.043], [-1.019, -3.274, 3.565], [-0.879, 0.839, -0.441], [0.177, -0.254, 0.658], [-1.239, -1.336, -0.351], [-0.007, 0.757, -1.670], [-0.558, 1.239, 1.050], [-1.457, -0.602, -0.445], [0.339, 0.695, -1.731], [-0.139, -0.279, 0.140], [0.364, -0.187, -0.401], [-0.029, -0.003, 0.471], [-0.274, -0.019, -0.144], [-0.235, 0.352, -0.124], [0.486, -0.039, -0.431], [-0.058, -0.008, 0.059], [0.120, 0.127, -0.056], [-0.062, 0.065, 0.022], [0.113, 0.134, -0.013], [-0.257, 0.036, 0.239], [-0.172, -0.108, 0.097], [-0.015, -0.031, -0.478], [0.148, 0.032, 0.080], [0.137, 0.140, -0.334], [-0.106, -0.020, -0.345], [0.481, -0.353, 0.164], [-0.609, -0.008, -0.212], [0.391, 0.103, 0.017], [-0.038, 0.450, 0.120], [0.200, -0.296, 0.242], [-0.361, -0.001, -0.275], [0.047, -0.009, 0.169], [-0.060, 0.062, 0.043], [0.013, -0.033, 0.161], [-0.330, 0.211, -0.174], [-0.071, 0.101, -0.197], [0.187, -0.023, -0.082], [-0.083, -0.121, 0.135], [0.259, 0.030, 0.169], [-0.293, 0.045, 0.177], [-0.111, -0.400, -0.478], [0.025, 0.081, 0.573], [-0.104, 0.099, -0.269], [0.270, 0.374, -0.115], [0.126, -0.413, -0.246], [-0.203, 0.145, 0.454], [0.166, -0.087, -0.082], [0.057, 0.086, -0.001], [0.156, -0.074, -0.022], [-0.059, 0.275, 0.239], [-0.140, 0.134, 0.128], [-0.123, -0.026, -0.169], [0.120, -0.140, 0.086], [0.093, -0.054, -0.286], [-0.133, -0.272, 0.124], [0.386, -0.208, -0.429], [-0.077, -0.011, 0.541], [-0.135, -0.026, -0.252], [-0.268, 0.354, -0.100], [0.459, -0.003, -0.242], [-0.195, -0.182, 0.421], [0.123, 0.122, -0.057], [-0.056, 0.057, 0.019], [0.101, 0.135, -0.009], [-0.256, 0.038, 0.243], [-0.176, -0.095, 0.102], [-0.015, -0.107, -0.176], [0.168, 0.063, 0.082], [0.095, 0.110, -0.281]],
  "lowdin_charge": [0.004, -0.352, 0.082, 0.038, -0.274, 0.113, -0.122, -0.331, 1.018, -0.524, -0.805, 0.681, 0.108, 0.090, 0.075, 0.095, 0.167, -0.070, -0.217, 0.030, -0.585, 0.118, 0.011, -0.067, 0.082, 0.079, 0.074, 0.122, 0.123, 0.072, 0.108, 0.080, -0.056, -0.220, 0.038, -0.586, 0.119, -0.002, -0.052, 0.087, 0.063, 0.077, 0.095, 0.120, 0.095, 0.099, 0.092, -0.056, -0.215, 0.034, -0.587, 0.120, -0.002, -0.049, 0.086, 0.079, 0.075, 0.107, 0.123, 0.097, 0.095, 0.094, -0.066, -0.211, 0.032, -0.586, 0.116, 0.001, -0.048, 0.084, 0.083, 0.062, 0.124, 0.124, 0.096, 0.099, 0.094]
}